{
  "formula": "C9H26N2O5S",
  "method": "the ωB97M-V functional and the def2-TZVPD basis",
  "charge": 0,
  "homo_energy_ha": -0.3579,
  "e_tot_ha": -1242.376934,
  "lumo_energy_ev": 0.60,
  "homo_lumo_gap_ev": 10.3,
  "species": ["N", "C", "C", "O", "S", "O", "O", "C", "N", "H", "H", "H", "H", "H", "H", "H", "H", "H", "H", "C", "C", "C", "O", "H", "H", "H", "H", "H", "H", "H", "H", "C", "C", "C", "O", "H", "H", "H", "H", "H", "H", "H", "H"],
  "coordinates": [[1.90120, -2.28877, 3.30656], [0.97683, -1.82629, 2.27491], [1.68443, -1.89513, 0.93581], [0.82246, -1.39807, -0.10305], [1.26923, -0.02267, -0.81238], [0.17428, 0.27502, -1.70723], [1.11382, 0.89000, 0.52256], [1.87556, 2.14223, 0.50536], [1.46969, 2.98172, 1.58077], [2.64098, -1.61445, 3.46280], [1.42603, -2.43476, 4.18739], [0.12203, -2.50309, 2.25599], [0.59560, -0.81118, 2.42750], [1.93228, -2.92555, 0.68836], [2.61431, -1.31817, 0.96941], [1.69948, 2.64863, -0.44457], [2.93522, 1.89905, 0.59222], [0.45330, 3.05900, 1.54492], [1.65045, 2.48250, 2.44822], [0.01094, -1.06870, -5.93412], [1.07512, -1.90903, -5.24634], [0.48385, -3.14980, -4.59563], [1.79283, -1.13233, -4.29178], [-0.72652, -0.72669, -5.20270], [0.45979, -0.19109, -6.39885], [-0.51085, -1.64307, -6.70136], [1.82816, -2.20919, -5.97885], [-0.24147, -2.86120, -3.82954], [1.26630, -3.73911, -4.11750], [-0.02675, -3.77589, -5.32917], [1.15986, -0.83853, -3.62143], [-3.34255, 1.20059, 2.30876], [-2.30272, 2.02646, 3.04585], [-2.90508, 2.83321, 4.18323], [-1.60326, 2.87804, 2.13593], [-4.10106, 1.85479, 1.86921], [-2.87699, 0.63142, 1.50457], [-3.84538, 0.50806, 2.98505], [-1.52982, 1.36259, 3.44049], [-3.65172, 3.53208, 3.79559], [-2.13533, 3.40910, 4.69647], [-3.39650, 2.18249, 4.90753], [-2.23805, 3.48575, 1.73906]],
  "forces_ev_per_angstrom": [[0.023, -0.023, -0.025], [0.026, -0.004, 0.107], [0.013, -0.015, 0.023], [-0.132, -0.013, 0.009], [0.226, -0.049, 0.029], [0.035, -0.037, -0.023], [-0.074, -0.066, -0.064], [0.141, 0.315, -0.072], [-0.290, -0.668, -0.002], [-0.049, -0.003, 0.037], [0.032, 0.016, -0.031], [-0.036, 0.021, -0.035], [0.009, 0.002, -0.044], [0.021, 0.005, -0.017], [0.000, 0.000, -0.026], [-0.069, -0.049, -0.004], [-0.004, -0.031, -0.004], [0.040, 0.260, 0.058], [0.118, 0.223, 0.047], [0.013, 0.039, 0.004], [-0.037, -0.013, 0.008], [0.024, -0.006, 0.034], [-0.071, -0.005, 0.104], [-0.009, -0.017, -0.005], [0.005, -0.004, 0.000], [0.000, -0.007, 0.000], [-0.003, -0.002, 0.000], [-0.013, -0.001, -0.015], [0.003, 0.002, -0.005], [-0.003, 0.002, -0.005], [0.024, 0.096, -0.039], [0.033, -0.006, -0.050], [-0.055, -0.061, -0.009], [0.036, 0.042, -0.009], [0.042, 0.112, -0.021], [-0.016, -0.007, 0.023], [0.006, 0.001, 0.004], [-0.001, 0.003, 0.006], [0.007, 0.008, -0.005], [-0.019, -0.019, 0.008], [0.002, -0.005, -0.001], [-0.003, -0.005, -0.003], [0.003, -0.033, 0.012]]
}